Molecular formula: C15H48N2O9
Method: DFT, the ωB97M-V functional and the def2-TZVPD basis

Structure (ORCA input):
```
! wB97M-V def2-TZVPD RIJCOSX def2/J DEFGRID3
* xyz 0 1
H -0.715 -3.506 0.540
C 1.587 2.717 -0.929
H 2.620 -0.445 -4.103
H 2.228 -1.371 2.284
C -1.177 -0.679 4.375
C 2.803 -0.635 -0.100
H -0.537 3.624 -2.135
H 0.850 0.123 4.220
H -2.471 0.089 0.384
H -1.421 -2.616 -2.360
H -3.074 -1.099 -2.764
H 1.700 -2.333 -3.947
C -0.575 4.115 1.252
H 2.246 -1.519 -0.246
H -1.889 1.023 1.721
C 0.041 0.072 4.957
H 1.438 0.023 1.098
H 0.253 2.101 5.722
H 0.133 -2.156 2.072
O -0.446 0.035 0.680
H 1.557 3.584 -0.338
H -3.120 -3.664 -0.950
H -0.161 0.115 -0.229
H -1.316 3.766 0.504
H 0.145 3.672 -3.824
H -1.616 1.615 0.145
H -1.313 -0.578 3.330
O 2.415 -0.061 1.129
H 0.097 -2.289 -0.375
N 1.063 -1.890 -3.247
C 0.113 3.167 -2.853
C 1.504 3.255 -2.384
O 1.963 -1.965 3.025
H 1.787 4.263 -2.464
H -2.865 -4.315 -2.503
H -1.537 -2.105 -0.019
C -0.439 1.531 5.106
H 0.424 -3.162 3.526
H -1.111 4.385 2.177
H -0.296 -4.393 -2.893
H -3.407 -0.296 -4.318
N 2.001 -0.047 -3.386
H 2.575 2.239 -0.659
H -2.136 -0.515 4.873
H 0.431 5.751 1.603
C 1.116 -0.710 -2.769
C -0.804 -2.807 -0.286
H -0.990 -1.717 4.591
H 0.924 -1.095 5.981
O 2.319 2.592 -3.086
H -1.907 -0.961 -4.052
O 0.417 -0.294 6.071
H -0.170 2.189 -2.998
H 0.411 -2.520 -2.763
H 0.748 2.079 -0.792
H 2.224 2.913 -3.972
O 0.175 5.262 0.821
O -2.150 0.733 -2.872
C -2.665 -0.432 -3.536
H -1.396 1.707 5.583
C -1.146 -3.450 -1.624
C -2.430 -4.201 -1.509
H 3.868 -0.857 -0.054
H 2.576 0.082 -0.889
O -0.115 -4.041 -2.025
H -2.271 -5.143 -1.059
C 0.880 -2.712 2.657
H -1.517 0.442 -2.207
C -1.691 0.738 0.743
H 0.106 3.316 1.365
H 1.210 -3.485 1.967
H 2.084 0.982 -3.363
O 0.278 -0.279 -1.759
H -0.434 2.041 4.139
*
```

Values from the calculation:
LUMO level: 0.029 eV
HOMO level: -9.12 eV
SMILES string: NC(N)=O.CC(C)O.CC(C)O.CC(C)O.CO.CO.CO.CO.CO
frontier orbital gap: 9.2 eV
relative energy (zero: lowest compared OMol25 entry of this formula, charge and spin): 60.08 kcal/mol
maximum force: 0.2109 Eh/bohr
energy: -1386.7499 hartree

Atom charges from the Löwdin analysis, given in e for atoms 1 to 4: H 0.091; C 0.008; H 0.144; H 0.044

---

Molecular formula: C15H48N2O9
Method: DFT, the ωB97M-V functional and the def2-TZVPD basis

Structure (ORCA input):
```
! wB97M-V def2-TZVPD RIJCOSX def2/J DEFGRID3
* xyz 0 1
H 2.034 0.267 1.031
H -0.826 -0.714 -4.548
C -1.058 -0.564 0.322
C -2.134 3.999 -1.483
H 1.296 -1.914 2.574
H 2.566 1.676 2.082
H -0.766 0.078 -2.584
H -1.615 2.427 -2.713
H 2.702 -4.080 1.199
C 0.092 -4.050 -1.813
H -1.971 -3.985 -2.875
C -1.950 0.604 0.304
H -3.158 1.277 -4.137
H -2.577 0.883 -0.524
H 1.430 2.272 -1.706
H -0.853 4.258 0.101
H 0.125 5.282 1.923
C -2.766 0.301 -4.414
H -0.457 2.632 2.779
O -0.622 4.841 1.539
C -1.593 4.454 2.494
H 0.964 -1.777 6.497
H -1.442 -2.707 -1.869
H -0.046 -1.598 4.319
H 1.154 -2.922 4.346
O -2.998 5.001 -1.042
H 0.358 0.085 -0.859
H -3.030 3.453 -3.085
O -0.356 -0.551 -0.878
H 0.881 1.345 1.795
H -1.743 -1.389 0.436
C -1.455 2.929 2.843
H -0.162 -4.714 -1.025
H 0.862 -3.308 -1.449
H -0.389 -0.621 1.197
O -0.825 0.832 -3.192
H 3.019 2.262 -0.176
C 1.524 -1.216 5.739
C -1.213 0.315 -4.436
H 2.738 -0.498 -1.256
C -1.038 -3.367 -2.541
H -1.433 1.591 0.406
N -0.963 3.830 -0.853
H 1.431 -5.256 -2.570
H 3.343 -3.254 -1.097
C 1.954 2.154 0.152
H 3.347 -2.426 -2.589
H -0.623 -2.899 -3.388
H -2.569 0.474 1.161
O 1.024 -2.915 1.107
H -0.769 0.940 -5.176
O 1.114 1.797 -0.919
H -0.393 2.941 -0.941
C 1.004 -1.805 4.420
H 1.557 -4.183 2.530
C 1.873 1.279 1.371
C 3.407 -2.240 -1.512
H 1.779 3.181 0.554
N -2.225 3.239 -2.537
O 1.566 -1.300 3.279
H -3.181 -0.504 -3.792
H 1.187 -2.611 0.228
H -1.818 2.742 3.856
H -3.101 -0.003 -5.448
H 4.527 -1.981 -1.317
C 1.619 -4.069 1.389
H -1.473 5.047 3.450
H -2.130 2.487 2.046
H 1.170 -0.162 5.895
H -2.705 4.512 2.239
O 0.703 -4.726 -2.879
O 2.549 -1.355 -0.938
H 2.546 -1.203 6.002
H 0.977 -4.784 0.933
*
```

Values from the calculation:
LUMO level: 0.193 eV
HOMO level: -8.25 eV
SMILES string: NC(N)=O.CCO.CCO.CCO.CCO.CCO.CCO.CO.CO
frontier orbital gap: 8.4 eV
relative energy (zero: lowest compared OMol25 entry of this formula, charge and spin): 36.42 kcal/mol
maximum force: 0.1360 Eh/bohr
energy: -1386.7877 hartree

Atom charges from the Löwdin analysis, given in e for atoms 1 to 4: H 0.061; H 0.109; C -0.307; C -0.601

---

Molecular formula: C15H48O9
Method: DFT, the ωB97M-V functional and the def2-TZVPD basis

Structure (ORCA input):
```
! wB97M-V def2-TZVPD RIJCOSX def2/J DEFGRID3
* xyz 0 1
C -2.910 -3.341 0.585
O -4.492 1.997 1.232
O 4.992 3.168 -4.624
H -2.090 -4.752 -2.252
H 1.318 1.534 0.854
H -2.978 0.664 1.532
H 1.974 -0.684 0.968
C -1.199 -3.336 -2.828
H 0.115 5.066 0.343
H -0.034 5.865 -2.265
H -3.702 -3.083 -0.218
O -0.569 -0.245 -0.801
C 0.637 0.148 -0.289
H 1.063 1.594 -3.959
C -0.387 -3.848 3.244
H -1.547 -2.580 -2.090
H -2.059 -3.320 5.894
C 0.519 0.730 4.237
H 5.497 1.210 -2.819
H -3.257 -3.874 1.421
C 4.419 1.523 -2.925
H -0.134 2.461 -2.886
C 1.211 -0.989 0.483
H -0.516 6.841 0.028
H -1.213 -4.152 2.449
O -2.325 -4.196 -2.879
O -1.641 -1.922 3.494
H 5.644 0.832 -5.527
H -2.409 -1.982 2.050
H -1.158 1.201 4.899
C -1.002 -3.069 4.181
H -3.286 1.306 2.831
H 0.088 2.385 -0.212
H 0.143 -4.795 3.841
H -1.369 -1.208 3.718
H -0.160 -3.689 -2.376
H 3.218 2.511 -4.532
H 4.106 0.089 -5.637
H -2.510 2.159 1.594
H 4.268 1.251 -6.527
H -1.033 -2.897 -3.838
C -3.367 1.571 1.926
C 0.026 5.853 -0.321
H -0.247 -2.591 4.781
H 1.059 1.426 5.043
O -0.364 0.458 -3.296
H 4.138 2.212 -2.345
H -2.116 -3.963 0.256
O -0.616 5.621 -1.517
C 0.411 1.414 0.470
H -0.711 0.407 -2.403
H 4.659 3.447 -5.408
H 0.555 -1.347 1.235
H 3.646 0.729 -2.705
C 0.114 1.761 -3.612
H -4.743 2.745 1.696
O -0.819 0.642 4.217
H -0.391 2.348 -4.244
H 1.332 0.295 -1.092
H 1.673 -1.862 0.083
H 0.999 6.044 -0.523
C 4.249 1.984 -4.423
H -1.106 -0.781 -0.159
H 0.730 -0.224 4.466
H -0.354 1.062 1.238
C -2.148 -3.723 5.035
H 0.393 -3.430 2.663
C 4.639 1.032 -5.573
H 0.540 0.764 3.236
H -2.951 -3.765 4.699
H -1.909 -4.711 5.182
O -2.571 -1.994 1.022
*
```

Values from the calculation:
LUMO level: 0.270 eV
HOMO level: -9.26 eV
SMILES string: CC(C)O.CC(C)O.CC(C)O.CO.CO.CO.CO.CO.CO
frontier orbital gap: 9.5 eV
relative energy (zero: lowest compared OMol25 entry of this formula, charge and spin): 376.64 kcal/mol
maximum force: 0.3119 Eh/bohr
energy: -1276.8790 hartree

Atom charges from the Löwdin analysis, given in e for atoms 1 to 4: C -0.140; O -0.035; O -0.044; H -0.029

---

Molecular formula: C15H49B2N2O15
Method: DFT, the ωB97M-V functional and the def2-TZVPD basis

Structure (ORCA input):
```
! wB97M-V def2-TZVPD RIJCOSX def2/J DEFGRID3
* xyz 1 1
O 1.026 3.194 2.864
H -1.895 -6.806 -3.410
C -5.878 -3.397 5.619
H 0.674 1.307 -3.145
O 0.184 4.181 -3.354
H 3.222 1.046 -8.091
H -0.430 4.933 6.344
H 1.625 4.295 4.490
H -1.663 -1.482 4.667
O 0.061 0.082 1.586
H 4.185 1.827 -1.434
C 1.611 3.258 4.161
H -0.484 -4.419 -3.996
H -5.276 -3.154 6.498
H 0.433 -1.172 -1.093
H -0.414 0.220 0.745
H 4.191 2.219 0.834
O 1.209 0.820 -7.656
H 0.051 4.135 7.861
C -1.849 -5.768 -3.733
H 4.793 3.849 0.467
H -4.173 -1.723 8.699
C -0.412 5.178 -4.184
C -5.055 -2.105 9.221
O 2.252 1.107 1.180
B 1.201 -1.047 -3.901
O -4.897 -3.496 9.473
H -0.551 -2.204 -7.972
O 1.423 5.454 7.055
H -5.298 -4.014 4.927
H -5.475 -1.735 4.704
O -6.278 -2.196 4.967
O -2.670 -0.526 3.137
C 4.779 2.814 0.134
C 0.073 5.073 7.299
C -2.265 -1.724 3.787
O -0.494 -5.337 -3.705
H -1.686 -2.343 3.096
H -2.046 -3.165 -8.017
H 1.025 2.272 2.597
H 1.382 2.135 -4.569
H 0.350 5.646 -4.810
C 2.273 0.863 -8.603
H 2.471 1.378 -3.358
H -4.116 -3.600 10.027
H -2.241 -5.689 -4.749
C 2.503 -1.321 -0.160
C 2.140 -1.205 -2.569
N 3.490 -1.283 -2.606
H -5.193 -1.570 10.163
H 1.843 5.570 7.914
H 2.324 -0.081 -9.151
H -6.767 -3.941 5.929
B 1.427 -0.033 1.329
O 2.097 -1.313 1.151
N 4.388 -1.399 -1.667
H -1.869 -0.060 2.871
O 1.473 0.040 -4.712
H -5.934 -1.963 8.595
O 0.163 -1.958 -4.154
H 4.671 -1.479 0.417
H -2.445 -5.152 -3.054
O 4.184 2.752 -1.166
H 2.082 1.674 -9.303
H 5.802 2.434 0.089
H -0.898 5.934 -3.565
C 1.496 1.254 -3.898
C 1.530 -1.226 -1.228
H -3.154 -2.270 4.099
H -0.076 -3.262 -5.981
H 0.838 4.625 -2.802
H -0.435 5.858 7.864
H 2.636 2.877 4.125
H -1.156 4.701 -4.819
H 1.017 2.665 4.862
H 2.136 1.366 0.243
C -1.315 -2.694 -7.363
H -0.637 -1.512 -3.803
O -0.718 -3.700 -6.550
H -1.817 -1.954 -6.734
H 3.880 -1.246 -3.557
H 1.397 0.098 -7.048
C 3.945 -1.411 -0.421
*
```

Values from the calculation:
LUMO level: -5.450 eV
HOMO level: -11.52 eV
frontier orbital gap: 6.1 eV
maximum force: 0.0671 Eh/bohr
energy: -1888.4126 hartree

Atom charges from the Löwdin analysis, given in e for atoms 1 to 4: O -0.130; H 0.081; C -0.155; H 0.105

---

What is the frontier orbital gap in the third record?
9.5 eV